Entry 1:
Entry from the OMol25 dataset: a gas-phase ion, CH2ClO3S (charge -1) (wB97M-V/def2-TZVPD).

The geometry in XYZ format:
```
8
Properties=species:S:1:pos:R:3:forces:R:3
O 1.346 0.439 -1.293 -0.4694 0.0502 -0.3879
S 0.806 -0.375 -0.222 2.2716 0.3725 1.7164
O 1.529 -0.106 1.060 -1.0858 -0.4226 -1.2411
O 0.669 -1.774 -0.537 -0.3809 -1.0026 -0.1701
C -0.889 0.179 0.167 2.2846 0.7117 3.5890
Cl -1.086 1.728 -0.505 -1.2358 1.8366 -1.1803
H -1.670 -0.528 0.043 -0.5968 -0.4797 -0.5611
H -0.705 0.439 1.287 -0.7876 -1.0660 -1.7651
```
Forces are in eV/Å.

* charge: -1
* spin multiplicity: 1
* energy: -1123.4635 Ha
* E_HOMO: -4.851 eV
* LUMO level: 0.13281 Eh
* energy relative to the best compared isomer or geometry (same formula, charge and spin): 0.000 eV

Electronic structure analysis, Mulliken charges in units of e:
1. O -0.6451
2. S 1.1537
3. O -0.7213
4. O -0.6789
5. C -0.4705
6. Cl -0.2004
7. H 0.3548
8. H 0.2077

---

Entry 2:
Entry from the OMol25 dataset: a molecular structure, C23H48N2O2P2Yb (wB97M-V/def2-TZVPD).

The geometry in XYZ format:
```
78
Properties=species:S:1:pos:R:3:forces:R:3
C 1.024 0.383 -2.402 -0.2282 0.1841 0.1117
N 0.216 1.034 -1.491 -0.6299 -0.1314 0.0025
C -0.691 1.901 -1.959 0.1477 -0.1183 0.0864
C -0.825 2.251 -3.300 0.5341 -0.1284 0.2499
C -0.010 1.613 -4.237 -0.1950 0.4063 0.1704
C 0.887 0.674 -3.788 0.6891 -0.7254 0.2960
Yb -0.128 0.667 0.942 3.1957 -0.1947 0.4767
C -1.578 2.627 -0.967 -0.4102 0.4592 -0.2496
N -2.028 1.858 0.208 0.7854 -0.5046 -0.2919
C -3.150 0.957 -0.139 -0.2968 0.0538 0.2215
C -2.869 -0.099 -1.199 -0.0582 -0.1613 -0.1295
C 1.967 -0.566 -1.923 -0.2131 0.2371 -1.6138
P 1.972 -1.264 -0.312 -0.6157 -0.4431 0.9692
C 3.821 -0.977 0.111 -0.3190 -0.6082 -0.2891
C 4.712 -2.003 -0.603 0.3636 -0.0592 0.1430
C 1.438 -3.133 -0.562 0.7600 0.7429 -0.3717
C 1.763 -3.879 0.723 0.0139 -0.0126 0.0632
C -0.065 -3.120 -0.833 -0.0508 0.1747 0.1769
C 2.137 -3.766 -1.764 0.0820 -0.2628 -0.0847
C 4.286 0.406 -0.391 -0.1955 0.3223 0.1368
C 3.903 -1.088 1.631 0.0956 0.1479 0.0844
C -2.386 2.683 1.400 -0.3914 -0.1120 -0.3839
C -1.302 3.675 1.804 -0.2812 0.4710 0.4002
H -1.493 3.069 -3.526 -0.1447 -0.1596 -0.3811
H -0.055 1.870 -5.289 -0.0931 -0.0762 0.0759
H 1.514 0.102 -4.482 -0.2326 0.3878 0.2429
H 2.730 -0.877 -2.649 -0.3637 0.0453 0.1995
H -0.415 -4.147 -1.004 0.1002 0.1594 0.0105
H -0.612 -2.699 0.018 0.0722 -0.0864 -0.2250
H -0.297 -2.535 -1.731 -0.0326 -0.0741 0.0642
H 1.726 -4.782 -1.896 0.1804 0.3250 -0.0856
H 1.939 -3.188 -2.678 0.0616 -0.2686 0.1742
H 3.221 -3.859 -1.629 -0.3791 0.0020 -0.0707
H 1.440 -4.919 0.642 -0.0461 -0.0196 -0.0517
H 2.832 -3.889 0.931 -0.0185 -0.0236 -0.0091
H 1.252 -3.435 1.578 0.0133 0.0637 0.0826
H 5.760 -1.691 -0.459 -0.3099 -0.2133 -0.0394
H 4.613 -3.027 -0.219 -0.0233 0.3136 -0.0380
H 4.530 -2.017 -1.685 0.0687 0.0063 0.1995
H 4.208 0.463 -1.488 0.3500 0.0184 0.3572
H 3.695 1.240 0.021 0.6862 -0.4497 -0.3170
H 5.333 0.544 -0.066 -0.3607 -0.0783 -0.3155
H 3.594 -2.073 1.991 0.1813 0.0201 -0.0591
H 4.923 -0.884 1.969 -0.0895 -0.0991 0.0131
H 3.236 -0.358 2.095 0.1037 0.0470 0.1006
H -1.010 3.501 -0.633 -0.2832 0.0211 0.0121
H -2.466 2.952 -1.530 0.2035 0.2891 0.2382
H -3.409 0.459 0.803 -0.1719 0.0867 -0.2048
H -4.014 1.578 -0.445 0.2296 -0.2390 0.1391
H -2.608 1.949 2.194 0.0919 0.3531 -0.1428
H -3.328 3.220 1.183 0.2654 -0.2026 0.2099
H -1.295 3.799 2.895 0.0126 -0.0737 -0.2669
H -0.279 3.412 1.514 -0.1383 -0.1113 -0.0106
H -1.543 4.655 1.388 0.2466 -0.0460 -0.0392
H -3.719 -0.789 -1.211 0.0584 0.1248 -0.0679
H -2.795 0.323 -2.207 0.0903 -0.0981 0.2164
H -1.982 -0.719 -0.993 -0.1658 0.2792 -0.0337
H 2.189 0.852 0.603 -0.0718 0.6259 -0.4159
C 1.805 2.565 3.208 -0.3827 -0.3917 -0.5483
H 1.316 3.533 3.000 0.4093 -0.1765 0.4424
H 2.843 2.591 2.856 0.0713 0.3366 0.3535
H 1.776 2.318 4.284 -0.0059 0.1846 -0.4749
O 1.158 1.571 2.422 -2.5741 -0.1387 0.6840
H 2.057 1.376 1.168 0.0420 -0.5238 -0.8215
C -2.925 -0.576 3.541 -0.1422 0.1171 0.5025
P -2.092 -1.769 2.530 0.5382 -0.3195 -0.7469
C -1.162 -2.937 3.481 -0.2968 -0.0951 0.3788
C -3.293 -2.614 1.550 -0.3787 -0.3264 0.2442
O -1.093 -1.118 1.580 0.1996 1.2859 -0.1708
H -2.183 0.061 4.042 -0.2210 -0.0802 -0.0893
H -3.489 -1.115 4.310 -0.0243 0.1732 -0.0113
H -3.629 0.022 2.947 0.2280 -0.1743 0.2041
H -1.874 -3.433 4.158 0.5088 -0.1284 0.0284
H -0.704 -3.661 2.781 -0.2209 0.3248 0.4403
H -0.390 -2.382 4.042 -0.3008 -0.4106 -0.1457
H -3.851 -1.928 0.900 0.1570 -0.2287 0.2426
H -2.805 -3.400 0.961 -0.1652 0.1819 0.1033
H -3.959 -3.067 2.290 -0.3149 -0.1965 -0.3523
```
Forces are in eV/Å.

* charge: +2
* ⟨S²⟩: 2.0327
* spin multiplicity: 3
* energy: -3006.1192 Ha
* E_HOMO (spin up / spin down): -13.450 / -13.625 eV
* LUMO level (spin up / spin down): -0.18607 / -0.25933 Eh
* energy relative to the best compared isomer or geometry (same formula, charge and spin): 0.000 eV

Electronic structure analysis, Mulliken charges in units of e:
1. C 0.8643
2. N 0.5299
3. C 1.0193
4. C -1.0379
5. C -0.7527
6. C -1.1579
7. Yb 0.6517
8. C -1.1742
9. N 0.4215
10. C -0.1778
11. C -1.4153
12. C -1.3212
13. P 1.3770
14. C 1.3146
15. C -1.6858
16. C 1.9708
17. C -1.8423
18. C -1.7124
19. C -1.7025
20. C -1.4565
21. C -1.4828
22. C -0.0553
23. C -1.2723
24. H 0.5263
25. H 0.4709
26. H 0.5037
27. H 0.7200
28. H 0.7357
29. H -0.0440
30. H 0.2558
31. H 0.5408
32. H 0.3461
33. H 0.3013
34. H 0.5371
35. H 0.2995
36. H 0.1955
37. H 0.5161
38. H 0.2797
39. H 0.3082
40. H 0.3294
41. H 0.3003
42. H 0.5712
43. H 0.2993
44. H 0.5006
45. H 0.1018
46. H 0.4252
47. H 0.4249
48. H -0.1522
49. H 0.4893
50. H -0.0322
51. H 0.4918
52. H 0.4249
53. H 0.2154
54. H 0.4091
55. H 0.5634
56. H 0.4342
57. H 0.2540
58. H 0.6595
59. C -0.7823
60. H 0.2399
61. H 0.2951
62. H 0.2606
63. O -0.7450
64. H -0.9623
65. C -1.1676
66. P 1.2471
67. C -1.0606
68. C -1.1441
69. O -0.7942
70. H 0.3748
71. H 0.4860
72. H 0.3490
73. H 0.5088
74. H 0.2992
75. H 0.3527
76. H 0.3268
77. H 0.3166
78. H 0.4948